--- i ---
The following is a DFT calculation (wB97M-V/def2-TZVPD) of a cluster of 2 separate species, C7H10 in total.

The geometry in XYZ format:
```
17
Properties=species:S:1:pos:R:3
C -2.3386 0.1489 -0.3839
C -2.2152 1.4296 -0.7116
C 1.0168 -0.9614 -0.0784
C 0.5998 -1.7893 -1.0211
C 2.1680 -0.2988 0.5068
C 1.5190 1.0045 0.8378
C 0.7973 -0.2622 1.1765
H -2.2867 -0.6375 -1.1327
H -2.4857 -0.1680 0.6459
H -2.0630 1.7412 -1.7422
H -2.2621 2.2184 0.0352
H -0.4160 -2.1684 -1.0495
H 1.2840 -2.0997 -1.8038
H 3.0984 -0.7151 0.8698
H 1.1336 1.6253 0.0287
H 1.9510 1.5576 1.6707
H 0.4994 -0.6251 2.1517
```

Values from the calculation:
SMILES string ... C=C1[C@H]2C[C@@H]12.C=C
M ... 94.16 Da
Spin multiplicity ... 1
LUMO energy ... 1.14 eV

natural (NBO) population analysis, charges in e, atoms 1 to 8: atom 1 (C): -0.38, atom 2 (C): -0.39, atom 3 (C): 0.03, atom 4 (C): -0.47, atom 5 (C): -0.23, atom 6 (C): -0.38, atom 7 (C): -0.23, atom 8 (H): 0.19

---

--- ii ---
The following is a DFT calculation (wB97M-V/def2-TZVPD) of an isolated molecule of C7H10.

The geometry in XYZ format:
```
17
Properties=species:S:1:pos:R:3
C -1.8780 -1.0356 -0.7921
C -0.6537 -0.6918 -1.1824
C 0.1991 0.4621 -0.6989
C -0.5351 1.4496 0.2018
C 1.3764 -0.2590 0.0148
C 1.0997 -0.8297 1.3631
C 2.0136 0.0855 1.3589
H -2.5456 -0.3964 -0.2186
H -2.2742 -1.9957 -1.1068
H 0.3662 -1.3822 1.9265
H -0.1620 -1.3703 -1.8850
H 0.5628 0.9959 -1.5898
H 0.1475 2.2485 0.5103
H -1.3900 1.9134 -0.3035
H -0.9087 0.9668 1.1120
H 1.9417 -0.8454 -0.7245
H 2.6402 0.6843 2.0142
```

Values from the calculation:
SMILES string ... C=C[C@@H](C)C1C=C1
M ... 94.16 Da
Spin multiplicity ... 1
LUMO energy ... 1.20 eV

natural (NBO) population analysis, charges in e, atoms 1 to 8: atom 1 (C): -0.43, atom 2 (C): -0.15, atom 3 (C): -0.29, atom 4 (C): -0.62, atom 5 (C): -0.22, atom 6 (C): -0.19, atom 7 (C): -0.19, atom 8 (H): 0.19

---

The winner here is ii, beating the second structure by 0.0246 hartree.

---

--- i ---
The following is a DFT calculation (wB97M-V/def2-TZVPD) of an isolated molecule of C7H10.

The geometry in XYZ format:
```
17
Properties=species:S:1:pos:R:3
C -1.7150 -0.3419 -0.0593
C -2.1457 1.1212 -0.1500
C -0.7878 0.7450 0.2684
C 1.2831 -1.3630 -1.1153
C 1.4072 -1.1251 0.1878
C 1.6423 0.2632 0.7361
C 0.4176 1.1477 0.6310
H -1.5936 -0.9225 -0.9724
H -2.1021 -0.9215 0.7784
H -2.2401 1.5317 -1.1563
H -2.8680 1.5121 0.5648
H 1.0261 -2.3441 -1.5098
H 1.3823 -0.5572 -1.8443
H 1.2631 -1.9333 0.9068
H 2.4398 0.7495 0.1569
H 2.0106 0.2270 1.7711
H 0.5801 2.2114 0.8061
```

Values from the calculation:
SMILES string ... C=CCC=C1CC1
M ... 94.16 Da
Spin multiplicity ... 1
LUMO energy ... 1.17 eV

natural (NBO) population analysis, charges in e, atoms 1 to 8: atom 1 (C): -0.44, atom 2 (C): -0.44, atom 3 (C): -0.01, atom 4 (C): -0.40, atom 5 (C): -0.16, atom 6 (C): -0.48, atom 7 (C): -0.17, atom 8 (H): 0.22

---

--- ii ---
The following is a DFT calculation (wB97M-V/def2-TZVPD) of a structure of composition C7H10.

The geometry in XYZ format:
```
17
Properties=species:S:1:pos:R:3
C 2.3207 -1.1951 -0.1493
C 0.0158 0.1284 0.3943
C -1.1322 -0.8368 0.2088
C -1.7111 0.4301 -0.5401
C -1.0610 1.7301 0.1953
C -0.2736 1.1184 1.3016
C -0.3483 0.9346 -0.8416
H 2.1692 -2.0705 0.4869
H 1.7112 -1.2950 -1.0525
H 3.3677 -1.0681 -0.4156
H -1.6162 -1.2176 1.1111
H -0.9804 -1.6339 -0.5300
H -2.5548 0.4244 -1.2321
H -1.5015 2.7189 0.0841
H -0.5620 0.9229 2.3322
H 1.9979 -0.3111 0.4009
H 0.1588 1.2204 -1.7541
```

Values from the calculation:
M ... 94.16 Da
Spin multiplicity ... 1
LUMO energy ... 0.64 eV

natural (NBO) population analysis, charges in e, atoms 1 to 8: atom 1 (C): -0.84, atom 2 (C): 0.08, atom 3 (C): -0.41, atom 4 (C): -0.20, atom 5 (C): -0.22, atom 6 (C): -0.25, atom 7 (C): -0.29, atom 8 (H): 0.21

---

The winner here is i, beating the second structure by 0.1403 hartree.

---

--- i ---
The following is a DFT calculation (wB97M-V/def2-TZVPD) of an isolated molecule of C7H10.

The geometry in XYZ format:
```
17
Properties=species:S:1:pos:R:3
C 0.2038 1.4150 -0.4228
C 1.0861 0.2300 -0.2533
C 0.4642 -0.9739 -0.9414
C -0.9642 -0.7595 -0.4128
C -1.1554 0.7123 -0.1254
C -0.6761 -0.3846 0.9334
C 0.7952 -0.2136 1.1518
H 0.4703 2.1275 0.3160
H 0.2698 1.7305 -1.5365
H 2.1682 0.2486 -0.3407
H 0.5241 -1.0050 -1.9446
H 0.7499 -1.9791 -0.6071
H -1.7248 -1.4540 -0.6254
H -2.0652 1.2028 0.0312
H -1.2434 -0.4750 1.8829
H 1.4410 -1.1482 1.3484
H 0.8887 0.5975 1.8981
```

Values from the calculation:
SMILES string ... C1C2C[C@H]3[C@@H]1[C@H]3C2
M ... 94.16 Da
Spin multiplicity ... 1
LUMO energy ... 1.10 eV

natural (NBO) population analysis, charges in e, atoms 1 to 8: atom 1 (C): -0.40, atom 2 (C): -0.25, atom 3 (C): -0.38, atom 4 (C): -0.24, atom 5 (C): -0.24, atom 6 (C): -0.24, atom 7 (C): -0.40, atom 8 (H): 0.21

---

--- ii ---
The following is a DFT calculation (wB97M-V/def2-TZVPD) of an isolated molecule of C7H10.

The geometry in XYZ format:
```
17
Properties=species:S:1:pos:R:3
C 1.0123 0.2682 -1.4408
C 0.9994 0.6786 0.0151
C 0.1175 1.8270 0.4259
C -0.1982 0.4307 0.8895
C -1.3696 -0.4103 0.4073
C -0.9792 -1.8273 0.4353
C -0.5679 -2.9585 0.4899
H 1.6874 0.9165 -2.0107
H 1.3358 -0.7698 -1.5708
H 0.0185 0.3655 -1.8916
H 1.9627 0.5895 0.5138
H 0.4786 2.5327 1.1693
H -0.4844 2.2794 -0.3598
H 0.0309 0.2410 1.9361
H -1.6809 -0.1333 -0.6065
H -2.2439 -0.2545 1.0514
H -0.2011 -3.9598 0.5404
```

Values from the calculation:
SMILES string ... C#CC[C@@H]1C[C@@H]1C
M ... 94.16 Da
Spin multiplicity ... 1
LUMO energy ... 1.13 eV

natural (NBO) population analysis, charges in e, atoms 1 to 8: atom 1 (C): -0.61, atom 2 (C): -0.22, atom 3 (C): -0.42, atom 4 (C): -0.21, atom 5 (C): -0.49, atom 6 (C): 0.02, atom 7 (C): -0.27, atom 8 (H): 0.21

---

--- iii ---
The following is a DFT calculation (wB97M-V/def2-TZVPD) of an isolated molecule of C7H10.

The geometry in XYZ format:
```
17
Properties=species:S:1:pos:R:3
C -1.2238 -0.5820 -0.3040
C -0.2653 -0.7370 0.8549
C -0.1422 0.7668 1.2173
C 0.1591 1.2591 -0.1406
C -0.4430 0.3582 -1.2305
C 1.0143 0.1633 -0.8075
C 1.0768 -0.9186 0.0725
H -1.5067 -1.4904 -0.8628
H -2.2084 -0.3530 0.0442
H -0.3883 -1.3905 1.6178
H -0.9676 1.3309 1.6207
H 0.7019 0.9782 1.9625
H 0.2088 2.2354 -0.3951
H -0.8265 0.6221 -2.2029
H 1.7328 0.3850 -1.5679
H 1.9118 -0.7701 0.7652
H 1.1665 -1.8577 -0.6438
```

Values from the calculation:
SMILES string ... C1C2C[C@H]3[C@@H]1[C@H]3C2
M ... 94.16 Da
Spin multiplicity ... 1
LUMO energy ... 1.12 eV

natural (NBO) population analysis, charges in e, atoms 1 to 8: atom 1 (C): -0.41, atom 2 (C): -0.22, atom 3 (C): -0.41, atom 4 (C): -0.23, atom 5 (C): -0.24, atom 6 (C): -0.24, atom 7 (C): -0.40, atom 8 (H): 0.20

---

The winner here is i, beating the second structure by 0.0024 hartree.

---

--- i ---
The following is a DFT calculation (wB97M-V/def2-TZVPD) of a cluster of 2 separate species, C7H10 in total.

The geometry in XYZ format:
```
17
Properties=species:S:1:pos:R:3
C -0.8875 1.8843 0.0838
C -1.6943 0.5812 -0.0301
C -0.7271 1.0888 -1.1456
C 0.5194 0.3080 -1.3216
C 0.9556 -0.5143 -0.3679
C 0.1206 -0.8192 0.8519
C -1.3434 -0.5187 0.8256
H -1.4819 2.7924 0.0631
H -0.0595 1.8936 0.7873
H -2.7523 0.7502 -0.2235
H -1.2202 1.4564 -2.0421
H 1.0726 0.4425 -2.2482
H 1.8904 -1.0579 -0.4913
H 2.7826 -2.9852 1.1063
H 0.2841 -1.8546 1.1756
H 0.4496 -0.2282 1.7296
H 2.0914 -3.2191 1.2470
```

Values from the calculation:
M ... 94.16 Da
Spin multiplicity ... 1
LUMO energy ... 0.40 eV

natural (NBO) population analysis, charges in e, atoms 1 to 8: atom 1 (C): -0.34, atom 2 (C): -0.40, atom 3 (C): -0.24, atom 4 (C): -0.20, atom 5 (C): -0.20, atom 6 (C): -0.62, atom 7 (C): 0.16, atom 8 (H): 0.23

---

--- ii ---
The following is a DFT calculation (wB97M-V/def2-TZVPD) of a structure of composition C7H10.

The geometry in XYZ format:
```
17
Properties=species:S:1:pos:R:3
C -1.4396 -1.2143 0.2686
C -0.5465 -1.0514 -0.9086
C -1.4331 0.1356 -0.3079
C -0.2392 1.0914 -0.1519
C 1.0203 1.2679 0.6561
C 1.3799 -0.2013 0.7234
C 0.7213 -0.2551 -0.6734
H -2.3440 -1.7362 -0.0260
H -1.1058 -1.3956 1.2781
H -0.6507 -1.6699 -1.7998
H -2.3418 0.5935 -0.7117
H -0.6097 2.1061 -0.4310
H 1.1729 1.9790 1.4585
H 1.6339 1.5872 -0.2457
H 2.4503 -0.3622 0.8437
H 0.8556 -0.7885 1.4878
H 1.4762 -0.0864 -1.4600
```

Values from the calculation:
M ... 94.16 Da
Spin multiplicity ... 1
LUMO energy ... 1.12 eV

natural (NBO) population analysis, charges in e, atoms 1 to 8: atom 1 (C): -0.42, atom 2 (C): -0.24, atom 3 (C): -0.21, atom 4 (C): -0.24, atom 5 (C): -0.37, atom 6 (C): -0.43, atom 7 (C): -0.16, atom 8 (H): 0.22

---

--- iii ---
The following is a DFT calculation (wB97M-V/def2-TZVPD) of an isolated molecule of C7H10.

The geometry in XYZ format:
```
17
Properties=species:S:1:pos:R:3
C 1.5188 -1.2794 -0.0655
C 0.3533 -0.3230 -0.0734
C -1.0781 -0.8627 0.1455
C -1.5674 0.4640 -0.3995
C -0.6077 1.5350 0.1028
C 0.4913 0.8556 0.8976
C -0.2705 0.7114 -1.1135
H 1.3106 -2.2442 -0.5395
H 2.4255 -0.8443 -0.5030
H 1.7220 -1.4693 0.9993
H -1.3587 -1.1635 1.1635
H -1.2907 -1.6742 -0.5607
H -2.5663 0.7156 -0.7420
H -0.8982 2.5789 0.1317
H 0.4052 0.6138 1.9655
H 1.4476 1.3619 0.7144
H -0.0365 1.0243 -2.1231
```

Values from the calculation:
SMILES string ... C[C@]12C[C@@H]3[C@H](C1)[C@@H]32
M ... 94.16 Da
Spin multiplicity ... 1
LUMO energy ... 1.11 eV

natural (NBO) population analysis, charges in e, atoms 1 to 8: atom 1 (C): -0.61, atom 2 (C): -0.01, atom 3 (C): -0.39, atom 4 (C): -0.23, atom 5 (C): -0.23, atom 6 (C): -0.39, atom 7 (C): -0.24, atom 8 (H): 0.21

---

The winner here is iii, beating the second structure by 0.0928 hartree.

---

--- i ---
The following is a DFT calculation (wB97M-V/def2-TZVPD) of an isolated molecule of CHClO3S.

The geometry in XYZ format:
```
7
Properties=species:S:1:pos:R:3
C 0.1400 -0.1555 0.7771
O -0.3317 -0.8829 1.5910
O 2.7849 -1.4444 0.7918
O 1.5610 -0.7842 -1.2377
S 2.0370 -0.4654 0.0432
Cl 3.1054 1.3400 -0.0085
H -0.4433 0.7298 0.3043
```

Values from the calculation:
SMILES string ... O=CS(=O)(=O)Cl
M ... 128.54 Da
Spin multiplicity ... 1
LUMO energy ... -1.12 eV

List of natural (NBO) charges in e, atom by atom: atom 1 (C): 0.29, atom 2 (O): -0.42, atom 3 (O): -0.85, atom 4 (O): -0.90, atom 5 (S): 1.92, atom 6 (Cl): -0.22, atom 7 (H): 0.19

---

--- ii ---
The following is a DFT calculation (wB97M-V/def2-TZVPD) of an isolated molecule of CHClO3S.

The geometry in XYZ format:
```
7
Properties=species:S:1:pos:R:3
C 0.7514 -0.4877 -0.8218
O 0.9627 -0.2155 -1.9372
O -0.3634 1.9421 0.3766
O -1.9221 0.0121 0.2494
S -0.6333 0.5486 0.3534
Cl 0.1094 -0.3421 2.0590
H 1.0952 -1.4575 -0.2794
```

Values from the calculation:
SMILES string ... O=CS(=O)(=O)Cl
M ... 128.54 Da
Spin multiplicity ... 1
LUMO energy ... -0.67 eV

List of natural (NBO) charges in e, atom by atom: atom 1 (C): 0.30, atom 2 (O): -0.42, atom 3 (O): -0.86, atom 4 (O): -0.87, atom 5 (S): 1.94, atom 6 (Cl): -0.27, atom 7 (H): 0.19

---

The winner here is ii, beating the second structure by 0.0063 hartree.

---

--- i ---
The following is a DFT calculation (wB97M-V/def2-TZVPD) of a cluster of 2 separate species, CH6NPS in total.

The geometry in XYZ format:
```
10
Properties=species:S:1:pos:R:3
C 1.6055 -0.4753 -0.9594
N -2.2140 0.4224 0.9307
P -0.6111 -0.0416 1.1072
S -0.2239 -0.6066 -0.8950
H 2.0300 -0.2732 -1.9453
H 1.9636 -1.3815 -0.3541
H 1.7406 0.5112 -0.4160
H -2.5223 0.6871 -0.0103
H -2.7665 -0.2272 1.4687
H 0.9980 1.3846 1.0734
```

Values from the calculation:
M ... 95.11 Da
Spin multiplicity ... 1
LUMO energy ... 0.20 eV

natural (NBO) population analysis, charges in e, atoms 1 to 8: atom 1 (C): -0.75, atom 2 (N): -1.17, atom 3 (P): 0.74, atom 4 (S): -0.13, atom 5 (H): 0.24, atom 6 (H): 0.23, atom 7 (H): 0.25, atom 8 (H): 0.40

---

--- ii ---
The following is a DFT calculation (wB97M-V/def2-TZVPD) of a cluster of 2 separate species, CH6NPS in total.

The geometry in XYZ format:
```
10
Properties=species:S:1:pos:R:3
C 1.1084 0.8766 -0.3669
N -0.4735 0.0014 1.3756
P -1.8319 -0.9416 -1.0890
S 0.0033 -0.4268 -0.1703
H 1.3404 1.3275 -1.4134
H 2.0180 0.4434 -0.0628
H 0.3030 1.1863 1.1944
H -1.5467 0.1574 1.4951
H -1.1119 -0.9682 -2.3255
H 0.6742 -1.6382 0.2778
```

Values from the calculation:
M ... 95.11 Da
Spin multiplicity ... 1
LUMO energy ... 0.09 eV

natural (NBO) population analysis, charges in e, atoms 1 to 8: atom 1 (C): -0.97, atom 2 (N): -1.11, atom 3 (P): -0.23, atom 4 (S): 0.95, atom 5 (H): 0.26, atom 6 (H): 0.22, atom 7 (H): 0.40, atom 8 (H): 0.41

---

The winner here is i, beating the second structure by 0.1705 hartree.